Density functional theory data (the ωB97M-V functional and the def2-TZVPD basis) for C16H30BrILaO5 as an isolated structure in a non-equilibrium geometry.

The geometry in XYZ format:
```
54
Properties=species:S:1:pos:R:3:forces:R:3:mulliken_charge:R:1
La -0.9717 1.4951 -1.2594 -1.1 -1.2 2.7 2.2604
I 0.0193 0.2237 2.7891 0.1 0.5 -0.6 0.0863
Br -3.4314 -1.3901 2.0888 -0.1 -0.2 -0.1 0.0459
O 4.8546 0.0565 -0.1647 -1.8 1.8 -0.4 -0.5300
O 0.1825 -2.0848 -2.0571 -0.1 -0.3 0.6 -0.5319
O -6.0169 -0.1384 0.9927 0.3 -0.6 -0.3 -0.4943
O 4.4014 2.2804 -0.3444 -1.0 -0.3 -0.2 -0.3416
O -1.9173 -0.7160 -0.0963 -0.2 0.4 -1.5 -0.2602
C 4.0707 0.9776 -0.3560 2.2 -1.7 0.9 -0.1923
C 0.0842 -1.9578 -0.6425 0.2 0.2 -0.5 1.7592
C 4.6996 2.8022 0.9779 0.3 0.0 0.6 -0.3244
C 1.4064 -1.5612 -2.4968 -0.1 -0.1 -0.4 -0.4150
C 3.5062 2.7341 1.9068 -0.2 -0.3 -0.6 -0.8285
C 0.8827 -2.9540 0.1800 0.2 -0.2 0.4 -1.2898
C 2.3432 0.8535 -2.1537 -1.1 0.5 0.4 -1.3019
C 1.3909 -1.1765 1.9173 -0.1 -0.7 0.5 0.5895
C -1.3547 -2.0313 -0.2680 0.4 -0.7 0.2 -1.2600
C -3.3312 -0.8715 0.2321 0.4 -0.3 1.3 -0.2245
C 0.8390 -2.5894 1.6663 -0.2 0.7 0.0 -0.6437
C 2.6114 0.6821 -0.6668 0.2 0.7 -0.4 1.8963
C 1.2522 -0.0664 -2.7062 1.6 0.9 -0.7 -0.7030
C -5.4262 0.6614 0.0265 -0.4 1.5 0.3 0.3631
C -3.8968 0.4689 0.0260 -0.3 0.3 0.6 -0.7188
C -5.7032 2.1436 0.3046 0.9 -0.6 -0.2 -1.5629
H -5.0242 2.7362 -0.3051 -0.2 0.4 -0.3 0.2884
H 3.3772 1.7253 2.2861 -0.1 -0.2 0.2 0.1870
H 2.5998 3.0007 1.3642 -0.2 0.2 0.0 0.1382
H -6.5259 0.4073 1.5910 -0.3 0.1 0.3 0.3591
H 2.2272 -1.7678 -1.8237 0.2 -0.1 0.4 0.2217
H 2.3840 -0.3087 -0.3482 0.4 -0.6 -0.1 -0.3190
H -6.7278 2.4082 0.1061 -0.3 0.2 0.0 0.4214
H -0.1820 -2.6578 2.0154 -0.2 0.0 0.3 0.4589
H -3.7713 -1.6611 -0.3560 -0.1 -0.2 -0.3 0.5053
H -5.8180 0.4584 -0.9668 0.0 -0.6 -0.2 0.3052
H -5.4121 2.3370 1.3312 -0.2 0.2 0.4 0.5138
H -3.4004 1.1169 0.7582 -0.1 0.3 0.2 0.5020
H 1.9174 -3.0598 -0.1205 0.2 0.2 -0.4 0.4366
H 0.4307 -3.9291 0.0334 -0.1 -0.3 -0.1 0.4165
H 1.6817 -0.6827 1.0263 0.2 0.2 -0.3 -1.4235
H 2.0013 1.3688 -0.0568 -0.1 0.1 0.1 -0.0498
H 5.0200 3.8199 0.8476 0.2 0.3 -0.4 0.3586
H -1.8961 -2.6083 -1.0099 -0.2 0.1 -0.3 0.5537
H 2.2573 -1.2072 2.5561 0.1 0.2 0.4 0.7359
H 1.9926 1.8848 -2.3125 0.3 0.3 -0.3 0.3566
H 1.2218 0.1673 -3.7661 -0.7 0.0 -0.3 0.4280
H 1.6751 -2.0317 -3.4329 -0.1 -0.1 -0.3 0.6154
H 3.2403 0.7711 -2.7529 0.2 -0.2 -0.2 0.5153
H 0.4449 -0.9308 -0.3992 -0.1 0.2 0.2 -1.0755
H 1.3958 -3.2700 2.2903 0.2 -0.4 -0.1 0.5192
H 5.5140 2.2204 1.3854 0.4 -0.1 0.0 0.3461
H 3.6010 3.4162 2.7359 0.2 0.2 0.3 0.4525
H -1.4331 -2.5559 0.6709 -0.4 0.1 0.3 0.5659
H -3.5518 0.7147 -0.9656 0.1 0.7 -1.5 -0.0752
H 0.2650 0.2763 -2.2787 0.6 -1.4 -0.8 0.3640
```
Positions in Å, forces in eV/Å.

Summary:
**Largest force on an atom**: 3.2 eV Å⁻¹
**Electronic energy**: -3905.923693 hartree
**Relative energy (zero: lowest compared OMol25 entry of this formula, charge and spin)**: 101.2 kJ/mol
**Net charge**: +3
**HOMO-LUMO gap**: 5.0 eV

=====

Density functional theory data (the ωB97M-V functional and the def2-TZVPD basis) for a 11-piece molecular cluster, C42H101N11O8 overall in a non-equilibrium geometry.

The geometry in XYZ format:
```
162
Properties=species:S:1:pos:R:3:forces:R:3:mulliken_charge:R:1
O 4.4752 3.7052 3.9336 -0.8 -0.1 -0.4 -0.6586
O -1.3372 5.2308 3.2433 0.9 1.0 -0.4 -0.6468
O -3.5544 2.9566 -1.3814 -0.3 -1.0 1.0 -0.5468
O 0.5817 -1.1518 5.4169 -2.0 2.7 -0.4 -0.6668
O 3.4685 -4.9778 1.2821 -1.0 1.2 -1.8 -0.7557
O -5.9124 0.8679 2.5622 -0.1 0.8 -2.7 -0.6151
O 5.0739 -0.4530 1.4087 3.9 4.7 0.7 -0.5946
O -4.3176 -0.5044 4.5333 1.0 -1.5 0.6 -0.6666
N -1.7844 4.2751 -1.8300 -1.2 0.7 -4.4 0.0173
N 3.8590 2.4921 2.0720 -0.4 0.5 0.1 0.0377
N 0.9163 -2.8159 6.8914 -0.5 0.3 1.7 -0.1508
N 2.6889 -7.0405 1.6573 -1.0 -1.4 -0.3 -0.2166
N 2.9119 3.2252 -4.3053 0.5 0.7 0.5 0.2717
N -0.6589 -0.8836 0.0298 1.5 0.0 1.1 1.0074
N -2.3095 -0.6078 5.4787 3.2 1.0 2.0 0.2670
N -5.2548 1.0354 0.3333 -0.6 -1.8 -1.3 0.0147
N 4.7112 -2.6038 1.5617 -0.8 -1.7 -1.2 0.2105
N -1.7721 -3.5536 -6.2995 0.1 -0.7 0.0 0.0557
N -3.5960 5.3985 3.3027 1.0 -2.9 1.9 -0.1074
C -2.2618 -3.1742 -3.8398 0.8 -0.1 0.3 -1.1559
C -0.6446 0.4280 -2.1885 -0.1 -0.4 0.5 -1.1808
C 2.8164 3.8126 -2.9190 0.0 -2.1 -0.1 -0.9621
C -2.6583 -2.9887 -5.2720 0.7 0.1 -0.4 -0.4213
C -3.5430 4.0973 -3.4655 0.0 0.6 0.1 -1.3923
C -0.4530 -1.4770 -6.6850 2.1 0.1 0.5 -0.5761
C 1.6106 2.6468 -4.7496 1.8 -0.2 -0.9 0.0139
C -2.3573 0.6652 6.2311 -0.9 -1.2 -0.6 -0.9042
C -3.2659 -1.1294 4.7782 -3.3 0.6 -2.8 0.8658
C -0.9893 4.0305 -0.7596 2.0 -0.3 2.9 -0.0372
C -3.7974 6.7193 2.8310 -0.6 -0.2 -0.5 -0.9529
C -2.5020 -3.7239 -7.5319 -0.6 1.0 -0.6 -0.7847
C -2.8885 -2.4299 4.0618 0.3 -0.8 -0.2 -0.7510
C -2.3866 3.2540 4.0915 -0.5 2.3 -0.1 -1.2328
C 4.4637 -1.3893 1.0741 -4.1 -1.7 0.6 0.5512
C 4.9317 4.3614 -5.3761 -0.1 -0.3 0.7 -1.2874
C 2.4332 2.8196 2.0137 -0.2 -0.5 -1.0 -0.8072
C -2.9433 3.6770 -2.1349 -1.3 0.1 -0.4 0.6940
C 5.8943 -2.9219 2.2775 0.8 0.7 1.0 -1.0307
C 3.0774 -1.1756 0.4792 -0.7 -1.3 -0.2 -0.5122
C -5.1064 -0.4205 -0.0488 -0.1 1.5 1.3 -0.8297
C -0.5710 0.3453 2.3293 0.0 0.2 -1.0 0.1136
C -1.1995 0.2040 0.9013 0.4 -0.5 0.4 1.0453
C -0.8397 -2.2446 0.6326 1.0 0.0 -1.5 -0.1691
C -2.4031 4.7369 3.5025 0.0 -1.2 0.1 0.4552
C -1.1904 -0.7646 -1.3248 -0.8 1.1 0.3 0.0099
C 1.1507 -2.1215 5.7822 2.3 -2.5 -1.5 0.6680
C 4.3836 -6.1100 3.1680 -1.5 -0.7 -0.3 -1.1423
C 0.0900 -3.3528 -0.0228 -0.5 1.1 0.2 -1.3525
C -0.0790 -2.3425 7.8624 -0.7 -1.3 0.3 -0.8367
C 1.9633 -7.1610 0.3988 0.0 0.6 0.5 -0.5048
C -0.4129 -2.9938 -6.5329 -1.7 0.2 0.2 -1.0527
C -5.7438 1.5170 1.5022 0.5 -1.6 2.2 0.6015
C 3.3987 -5.9678 1.9532 3.2 0.1 2.2 0.7036
C 2.2701 -2.7306 4.9389 1.0 0.6 -0.3 -1.4247
C -5.8389 3.0022 1.5255 -0.3 -0.3 -0.1 -0.3564
C 3.4312 4.2123 -5.2765 -0.7 -0.6 -0.4 -0.5793
C -3.3111 -2.4185 -8.1252 0.7 -1.9 -0.2 -0.9981
C 3.0741 2.6955 -1.8553 -0.8 0.5 0.0 -0.5030
C 6.0685 2.1456 3.0928 -1.0 -0.7 -0.8 -0.9037
C 4.6871 2.8662 3.0735 1.9 0.2 0.8 0.7017
C 1.8005 1.5026 -5.7997 -0.9 0.0 1.4 -1.0969
H 1.0140 3.3954 -5.2708 -0.5 0.4 0.4 0.2724
H -1.0733 -2.5970 7.4952 -0.1 0.4 -0.3 0.2643
H 3.4762 4.6142 -2.5870 0.7 0.0 -1.2 0.5820
H -0.5136 -2.2465 1.6727 -0.6 0.5 0.0 -0.0918
H 2.9926 -1.5616 -0.5366 0.0 0.4 -0.2 0.4591
H 2.1084 3.8527 2.1375 0.7 0.0 1.0 0.3903
H -0.0542 -2.9477 8.7685 0.6 0.0 0.0 0.3934
H -1.3614 2.8955 4.1842 0.0 0.2 -0.7 0.3003
H 0.0569 3.8818 -1.0269 0.1 -0.2 -0.3 -0.1167
H 2.5769 -2.1414 4.0747 -0.8 0.4 -0.1 0.2529
H 1.8566 2.1107 2.6080 -0.1 0.4 0.3 0.3244
H -2.8663 7.1356 2.4464 -0.2 -0.1 -0.1 0.3159
H 5.2258 4.6147 -4.3575 0.9 0.0 -0.2 0.2934
H 0.5994 -1.2211 -6.5622 0.3 0.5 -0.2 0.3719
H 3.1283 3.8871 -6.2718 -0.6 0.2 0.0 0.4216
H -1.4201 -1.0836 5.4273 0.2 0.3 0.3 -0.1193
H -1.1288 -1.7010 -1.8793 0.4 0.1 0.2 0.2322
H 5.8622 -3.8068 2.9132 -0.6 -0.1 -0.4 0.1651
H -6.7689 3.2638 2.0302 0.2 0.2 0.0 0.4246
H -4.2344 7.3695 3.5888 0.1 0.1 0.1 0.2934
H -4.5619 -0.4582 -0.9923 0.4 -0.1 0.4 0.2351
H -4.9738 3.2510 2.1401 -0.1 0.7 -0.3 -0.3777
H -3.1999 3.4877 -4.3014 0.2 0.2 0.0 0.2647
H 0.3612 0.1725 -2.5221 0.0 0.3 -0.2 0.3505
H -2.0058 0.4644 7.2431 -0.1 0.2 0.0 0.2792
H 3.8808 -6.9388 3.6665 1.0 -0.2 0.9 0.3694
H -4.0775 -2.8097 -8.7943 -0.2 -0.1 0.1 0.3902
H 2.6678 -7.3089 -0.4197 -0.2 -0.3 -0.1 0.2508
H 1.5809 -3.5386 7.1284 -0.3 0.2 0.1 0.2534
H -3.1796 -4.5658 -7.3897 -0.5 0.3 0.0 0.4715
H -0.0744 -1.2977 8.1730 0.5 0.0 -0.5 0.2514
H -2.3640 -4.2012 -3.4891 -0.6 0.0 0.0 0.3226
H -3.2940 5.1550 -3.5518 0.2 0.0 -0.7 0.4265
H 0.3046 -3.3523 -5.7948 -0.3 0.4 0.7 0.4074
H -1.2084 -2.9918 -3.6274 0.1 0.6 -0.2 0.2477
H -5.8148 3.3558 0.4947 0.2 0.6 0.3 0.2369
H 2.9704 5.1601 -4.9983 -0.1 0.5 -0.5 0.3669
H -5.0223 1.6797 -0.4089 -0.1 0.1 0.2 0.2277
H 5.2386 5.1218 -6.0943 -0.3 0.3 0.2 0.3877
H -1.0865 1.1607 0.3913 0.4 -0.1 -0.1 -1.1056
H -0.7172 -1.0689 -7.6605 -0.5 -0.3 0.2 0.2653
H -2.6469 3.4293 5.1353 -0.8 -0.5 0.0 0.5288
H 6.9305 2.7961 3.2410 -0.4 0.1 0.2 0.3338
H -1.8564 -2.3946 3.7132 0.1 0.4 -0.2 -0.0963
H 2.3717 -1.7944 1.0334 0.0 -0.3 0.1 -0.0905
H 0.8524 -2.8158 -0.5872 0.0 -0.2 -0.2 0.2365
H -3.6564 -3.4251 -5.3102 0.0 -0.3 -0.7 0.4430
H -2.8898 -2.4630 -3.3033 0.2 -0.3 0.6 0.2134
H 1.8457 4.2952 -2.8048 -0.6 -0.2 0.2 0.1718
H -0.6537 1.4169 -1.7302 0.5 -0.3 0.9 -0.2189
H 5.4127 -6.3034 2.8653 -0.3 -0.6 -0.4 0.3062
H -4.6329 4.0832 -3.4706 0.1 -0.4 0.4 0.3281
H -1.2841 0.7181 -3.0222 -0.1 -1.0 -0.5 0.5634
H 2.1151 -3.7282 4.5280 -0.1 -0.2 0.6 0.4137
H 4.5071 -5.2570 3.8352 -0.8 0.2 -0.2 0.2157
H -1.8167 1.4999 5.7848 0.2 -0.5 -0.1 0.1568
H 3.1765 -2.6262 5.5353 0.2 -0.8 0.3 0.4635
H 0.6122 -3.9270 0.7425 -0.1 0.0 0.1 0.2873
H 1.2517 -7.9728 0.5492 0.0 0.1 -0.5 0.3552
H -0.7558 -0.4734 3.0248 0.0 0.0 -0.2 -0.0354
H -4.5500 6.4788 2.0801 0.0 1.4 -0.6 0.3165
H -2.8511 -3.3586 4.6312 -0.4 0.2 0.8 0.4038
H -1.8794 -2.5291 0.4706 -0.3 -0.2 0.6 0.4218
H -1.3447 3.1330 -0.2533 0.0 0.3 0.4 -0.4208
H 2.5458 0.7866 -5.4535 0.2 0.2 -0.2 0.3896
H 2.0896 2.6989 0.9864 0.2 -0.6 -0.2 0.0734
H -2.2839 0.1141 0.9644 -0.4 -0.3 0.3 0.0054
H -1.3813 4.6568 -2.6737 0.3 0.4 0.3 0.2687
H -0.9775 4.9124 -0.1192 -0.1 -0.3 0.6 0.4705
H 1.1048 2.2398 -3.8740 -0.1 0.1 -0.1 -0.1675
H -2.7102 -1.8014 -8.7932 0.3 0.1 0.4 0.2906
H -1.7845 -4.1074 -8.2573 -0.1 0.3 -0.4 0.3956
H -4.6342 -0.8445 0.8374 0.4 -0.5 -0.5 0.1007
H 0.8500 0.9731 -5.7333 -0.1 -0.2 -0.3 0.0930
H 3.1628 3.2336 -0.9115 0.2 -0.4 0.3 0.2814
H -0.9152 1.2670 2.7984 -0.5 -0.1 -0.1 -0.0511
H -3.5124 -2.6910 3.2070 -0.2 0.6 0.1 0.2908
H 4.0370 -3.3166 1.3216 0.5 -0.3 0.1 0.2497
H -3.8086 -1.8057 -7.3735 0.2 -0.1 0.0 0.2605
H 1.9240 1.7765 -6.8474 0.3 0.3 0.2 0.4551
H 6.2062 1.5351 2.2004 0.1 0.3 -0.2 0.2366
H -2.2496 -0.5935 -1.1328 -0.7 0.0 -0.7 -0.2196
H -0.9103 -0.9431 -5.8519 -0.5 -0.2 -0.2 0.1739
H 2.6617 -7.8717 2.2305 0.4 0.5 0.2 0.2519
H 6.0148 1.3691 3.8559 0.1 0.3 0.4 0.2196
H -4.3957 4.8838 3.6427 -0.1 0.2 -0.2 0.2970
H 0.0229 -3.4371 -7.4283 -0.5 -0.1 -0.3 0.4467
H -3.0437 2.5875 3.5328 -0.1 -0.2 0.4 0.4278
H 6.7966 -2.9990 1.6710 0.0 0.1 -0.2 0.3059
H 4.1817 1.6871 1.5544 -0.2 -0.1 -0.1 0.1602
H -3.4202 0.9031 6.1888 0.0 0.3 0.4 0.4239
H 3.9360 2.0481 -2.0167 0.4 0.7 -0.3 0.4550
H -2.8252 -1.9276 -5.4572 0.0 0.3 0.1 0.2661
H 2.2824 1.9546 -1.7435 -0.5 0.2 -0.1 -0.1198
H -0.4499 -4.0549 -0.6581 0.0 0.1 -0.1 0.4018
H 1.4561 -6.2106 0.2325 -0.2 -0.2 -0.2 0.0026
H 2.6454 -0.1827 0.6047 0.7 0.2 -0.3 0.0762
H -6.0254 -0.9830 -0.2132 -0.4 0.5 0.2 0.3692
H 5.3867 3.4437 -5.7488 0.0 -0.2 0.5 0.2963
H 6.0163 -2.0994 2.9824 0.5 0.1 0.0 0.3596
H 0.5007 0.5304 2.2570 0.1 -0.5 -0.2 -0.4272
```
Positions in Å, forces in eV/Å.

Summary:
**Largest force on an atom**: 6.1 eV Å⁻¹
**Structure (SMILES)**: CCN(CC)CC.CCN(CC)CC.CCN(CC)CC.CNC(C)=O.CNC(C)=O.CNC(C)=O.CNC(C)=O.CNC(C)=O.CNC(C)=O.CNC(C)=O.CNC(C)=O
**Electronic energy**: -2865.031247 hartree
**Relative energy (zero: lowest compared OMol25 entry of this formula, charge and spin)**: 418.0 kJ/mol
**HOMO-LUMO gap**: 8.2 eV

=====

Density functional theory data (the ωB97M-V functional and the def2-TZVPD basis) for a 2-piece molecular cluster, C4H10F2O overall in a non-equilibrium geometry.

The geometry in XYZ format:
```
17
Properties=species:S:1:pos:R:3:forces:R:3:mulliken_charge:R:1
F 1.1623 -3.0624 -0.5027 -1.2 -0.5 -1.0 -0.2631
F 2.7707 -1.6151 -0.7040 0.4 0.1 -0.4 -0.2739
O -2.8891 3.3062 -1.5101 1.0 0.5 0.5 -0.6528
C -0.8956 0.5632 0.4671 1.0 0.0 0.1 -0.8455
C 1.0519 -1.0299 0.7877 -1.4 -0.4 0.1 -0.6477
C 1.8665 -2.1467 0.1491 1.1 0.5 2.7 0.2371
C 0.2050 -0.2957 -0.2254 -0.9 0.6 -1.0 -0.3311
H -1.9769 2.9394 -1.4707 -1.0 0.5 -0.1 0.3226
H -2.8266 4.1761 -1.0544 0.0 -0.9 -0.5 0.3261
H -1.4115 1.2807 -0.1930 0.3 -0.5 0.2 0.0216
H 2.3761 -2.7271 0.9450 0.3 0.5 -0.4 0.2237
H 0.8788 0.3392 -0.8323 -0.5 -0.2 0.1 0.2662
H 0.3128 -1.4948 1.4682 0.6 -0.1 0.1 0.3309
H -1.6546 -0.0468 0.9852 0.4 0.2 -0.3 0.3203
H -0.3233 1.1283 1.2220 -0.6 0.1 0.0 0.2992
H -0.2846 -1.0161 -0.9086 0.4 0.3 0.2 0.3218
H 1.6382 -0.2986 1.3767 0.1 -0.7 -0.3 0.3447
```
Positions in Å, forces in eV/Å.

Summary:
**Largest force on an atom**: 2.9 eV Å⁻¹
**Structure (SMILES)**: CCCC(F)F.O
**Electronic energy**: -433.370228 hartree
**Relative energy (zero: lowest compared OMol25 entry of this formula, charge and spin)**: 0.0 kJ/mol
**HOMO-LUMO gap**: 12.2 eV

=====

Among the records above, which one has the highest largest force on an atom?
C42H101N11O8